P) C4H10O3 | the ωB97M-V functional and the def2-TZVPD basis

Output
Highest occupied orbital energy: -0.3815 hartree
Frontier orbital gap: 10.9 eV
Net charge: 0

Geometry (Å):
O 2.66259 1.51903 -0.82491
O -1.02504 -3.23671 -2.35603
O 2.43608 0.04855 0.82044
C -1.75094 0.50579 1.01394
C 1.93345 0.90899 -0.07735
C 0.44295 1.04582 -0.05618
C -0.26908 0.19619 1.01431
H -2.20298 0.23693 1.97817
H -1.42789 -2.37197 -2.25620
H 0.18965 0.37897 1.98670
H -0.01642 -0.82572 0.73679
H 3.39483 0.03690 0.66227
H -2.28261 0.08985 0.16232
H 0.40875 2.07235 0.27230
H -1.85651 1.58459 1.11265
H -0.08991 1.03665 -0.99356
H -0.54693 -3.22622 -3.19567


Q) C4H10O3 | the ωB97M-V functional and the def2-TZVPD basis

Output
Highest occupied orbital energy: -0.3124 hartree
Frontier orbital gap: 9.1 eV
Net charge: 0

Geometry (Å):
O 1.59392 1.58281 -1.55680
O -0.99820 2.09990 2.03962
O 0.52059 -2.22238 -2.75548
C -1.32395 -0.84058 1.23500
C 0.14240 0.47550 -0.08240
C -0.07290 -0.70198 0.77110
C 1.38415 0.62564 -0.64851
H 0.69321 -1.23301 1.28578
H -1.60837 -1.58293 1.88451
H 0.80094 -1.93808 -1.90197
H 2.22842 0.01453 -0.52095
H -0.13904 1.83523 1.48271
H -1.02006 1.34360 2.63377
H 0.85080 2.25470 -1.83722
H -0.62249 1.22633 -0.37654
H -0.23403 -2.71421 -2.62159
H -2.19538 -0.22506 0.96899


The computed energies, referenced to the most stable structure and given in eV, are P) 0.000; Q) 2.640.


P) C4H10O3 | the ωB97M-V functional and the def2-TZVPD basis

Output
Highest occupied orbital energy: -0.3279 hartree
Frontier orbital gap: 8.5 eV
Net charge: 0

Geometry (Å):
O 0.39557 -1.49079 -1.98271
O -1.03772 -0.57946 -0.27801
O 1.26572 -0.19573 -0.23533
C 0.21802 -0.44805 -1.35157
C -0.07283 -0.69481 1.53040
C -0.00208 0.89536 -2.02824
C -0.23986 0.69640 1.99932
H 0.88001 -1.16716 1.72003
H -0.11456 1.69807 -1.30214
H -0.28076 0.65298 3.09797
H 1.89051 -0.92234 -0.38426
H -1.38329 -1.44857 -0.53042
H -1.17162 1.12721 1.63867
H 0.60181 1.32092 1.71239
H 0.84918 1.10135 -2.67705
H -0.90337 0.82764 -2.63678
H -0.89471 -1.37302 1.70774


Q) C4H10O3 | the ωB97M-V functional and the def2-TZVPD basis

Output
Highest occupied orbital energy: -0.3177 hartree
Frontier orbital gap: 9.2 eV
Net charge: 0

Geometry (Å):
O 1.57887 -1.11613 0.80834
O -0.56638 -0.72662 -1.07994
O 3.06670 0.49342 -0.74429
C -2.55761 -0.79440 0.20625
C 0.02942 1.81029 0.08160
C -1.49379 -0.11819 -0.24281
C -1.14995 1.22138 0.22377
H -3.01634 -1.59146 -0.36847
H 0.30120 2.67161 0.67616
H 0.77671 1.39596 -0.57965
H 0.75506 -1.50288 0.48867
H -1.04198 -1.18098 -1.78522
H 1.83351 -1.57286 1.61394
H 2.61690 -0.21315 -0.23532
H 3.92147 0.12184 -0.98315
H -3.08733 -0.53371 1.11367
H -1.96646 1.63588 0.80646


The computed energies, referenced to the most stable structure and given in eV, are P) 1.822; Q) 0.000.


P) H3N5 | the ωB97M-V functional and the def2-TZVPD basis

Output
Highest occupied orbital energy: -0.3192 hartree
Frontier orbital gap: 10.0 eV
Net charge: 0

Geometry (Å):
N -0.15121 -1.14962 0.01828
N 1.26464 -0.66979 -0.03329
N 0.19226 1.16038 0.00031
N 1.32734 0.54423 -0.02894
N -0.94483 -0.05654 0.14089
H -1.23333 -0.05815 1.17858
H -0.37810 -1.76524 -0.84828
H -0.07676 1.99473 -0.42755


Q) H3N5 | the ωB97M-V functional and the def2-TZVPD basis

Output
Highest occupied orbital energy (spin up / spin down): -0.3418 / -0.3418 hartree
Frontier orbital gap (spin up / spin down): 9.2 / 9.2 eV
Net charge: 0

Geometry (Å):
N -1.06706 -0.74498 0.14005
N -1.45929 0.49120 0.06306
N 0.63144 1.14405 0.03542
N -0.75844 1.50353 0.09537
N 1.03466 -0.06454 0.19730
H 0.74844 -0.41249 1.08518
H -1.48266 -1.45097 -0.51581
H 0.98650 1.37505 -1.05629


The computed energies, referenced to the most stable structure and given in eV, are P) 0.000; Q) 0.851.


P) C6H16N2 | the ωB97M-V functional and the def2-TZVPD basis

Output
Highest occupied orbital energy (spin up / spin down): 0.0525 / -0.1998 hartree
Expectation value of S²: 0.750
Frontier orbital gap (spin up / spin down): 2.3 / 9.0 eV
Net charge: -1
Spin multiplicity: 2

Geometry (Å):
N -0.60793 2.87435 0.03108
N 0.24097 -2.50458 -1.17738
C 0.24926 1.75128 0.31746
C -1.05246 -3.10679 -1.02858
C -0.51224 0.58702 0.96589
C 0.08630 -0.78002 0.62844
C 0.23328 -1.07401 -0.86389
C 1.38396 2.17312 1.24005
H -1.62612 -3.00197 -1.94290
H -1.69183 -2.84413 -0.18022
H 0.92006 -2.97556 -0.61184
H 2.17369 1.43615 1.22822
H -1.54416 0.64179 0.60978
H -0.18175 3.75349 0.26555
H -0.60079 -1.52882 1.02505
H 1.01069 -0.90532 1.19608
H 1.91797 3.04193 0.82698
H -0.94574 2.85633 -0.92252
H -0.62667 -0.62803 -1.38043
H -0.60659 0.79293 2.02869
H 0.75744 1.41278 -0.58513
H 1.10694 2.52865 2.23477
H -0.93349 -4.19703 -0.97493
H 1.11672 -0.56635 -1.25532


Q) C6H16N2 | the ωB97M-V functional and the def2-TZVPD basis

Output
Highest occupied orbital energy (spin up / spin down): -0.0680 / -0.0642 hartree
Expectation value of S²: 0.756
Frontier orbital gap (spin up / spin down): 6.0 / 5.8 eV
Net charge: -1
Spin multiplicity: 2

Geometry (Å):
N 0.63495 -0.13474 -0.31394
N -2.02804 1.15542 -1.94576
C 0.52130 1.35301 -0.32631
C 1.34124 -1.74218 1.43782
C -1.94282 1.13439 -0.42842
C -0.81733 2.09255 -0.08169
C 0.58797 -2.91338 0.79733
C 1.78580 -0.66047 0.40421
H -0.92894 2.97743 -0.71282
H -0.42332 -2.57928 0.50868
H -1.72845 0.13156 -0.88805
H 2.25845 -2.08203 1.92443
H -1.16978 0.31042 1.79677
H 2.37008 0.12581 0.92122
H 2.41972 -1.13736 -0.33972
H 1.29275 1.87264 0.26357
H -0.07628 -0.00011 0.53063
H 1.10331 -3.12342 -0.16820
H 0.68358 1.60259 -1.38065
H -0.79551 2.36032 0.96780
H -2.88336 1.27755 0.07270
H 0.70714 -1.26570 2.19124
H 0.54312 -3.85592 1.35273
H -2.95876 0.77783 -2.18833


The computed energies, referenced to the most stable structure and given in eV, are P) 0.000; Q) 4.189.


P) C3H9N3O2 | the ωB97M-V functional and the def2-TZVPD basis

Output
Highest occupied orbital energy: -0.3273 hartree
Frontier orbital gap: 9.2 eV
Net charge: 0

Geometry (Å):
O 1.47502 -2.63484 0.70567
O 0.75835 0.71258 -1.33526
N -0.04871 -0.37388 -0.86406
N 2.59812 -0.73403 0.21348
N -1.97040 1.22446 1.07762
C 0.15547 -0.55992 0.54821
C 1.48482 -1.46555 0.42650
C -2.31001 1.26506 -0.16967
H -2.66244 0.75985 1.67405
H 3.49104 -1.20127 0.23979
H -1.73555 1.95248 -0.77560
H 2.51833 0.19900 -0.15864
H -3.36223 1.19434 -0.50961
H -0.59037 -1.25034 0.93265
H 0.34439 0.33910 1.12928
H -1.13900 0.12242 -0.90027
H 0.99315 0.45054 -2.23415


Q) C3H9N3O2 | the ωB97M-V functional and the def2-TZVPD basis

Output
Highest occupied orbital energy: -0.2968 hartree
Frontier orbital gap: 8.6 eV
Net charge: 0

Geometry (Å):
O -0.15319 2.17160 -1.66675
O -0.95511 0.76770 2.23262
N -0.40783 -1.66305 0.49518
N 0.59920 1.02013 -1.28891
N 0.53239 -0.61576 0.05159
C -1.24685 1.00097 0.66423
C 1.60625 -1.38914 -0.61974
C -0.02444 0.56164 -0.23999
H 1.09104 -2.71747 -0.21671
H 0.68526 2.47766 -2.33004
H 2.80747 -1.23037 -0.32838
H -1.68254 2.18358 0.37038
H -1.45843 -1.44470 -0.01753
H -0.69095 -1.71300 1.65458
H 0.00099 1.23070 2.63317
H -2.19843 0.48821 0.46028
H 1.49519 -1.12868 -1.85399


The computed energies, referenced to the most stable structure and given in eV, are P) 0.000; Q) 6.102.


P) C3H9N3O2 | the ωB97M-V functional and the def2-TZVPD basis

Output
Highest occupied orbital energy: -0.3554 hartree
Frontier orbital gap: 10.7 eV
Net charge: 0

Geometry (Å):
O -1.62387 -0.74592 -0.06374
O 1.02362 0.62403 -1.22714
N -1.08672 -1.26213 -1.25528
N -2.44970 0.42097 -0.25148
N 1.47368 -1.09954 0.18131
C -3.22829 0.69301 0.69237
C 2.59751 1.03092 0.55334
C 1.51029 0.19335 -0.20009
H -3.96300 1.46046 0.50662
H -3.24419 0.17547 1.64809
H -0.52416 -0.51428 -1.68195
H 3.54552 0.50669 0.45777
H 2.12321 -1.47246 0.85055
H -1.83283 -1.48052 -1.91359
H 2.34264 1.11461 1.60740
H 0.65518 -1.66094 -0.01104
H 2.68111 2.01627 0.10688


Q) C3H9N3O2 | the ωB97M-V functional and the def2-TZVPD basis

Output
Highest occupied orbital energy: -0.3436 hartree
Frontier orbital gap: 10.2 eV
Net charge: 0

Geometry (Å):
O 2.84042 0.20073 0.57386
O 0.27183 0.17735 1.60251
N 2.24784 0.38070 -0.71950
N -1.04643 0.49282 -1.47721
N 0.16502 -1.63016 0.25591
C -0.20260 -0.38963 0.63412
C -2.51637 0.63766 0.41133
C -1.24347 0.24954 -0.25788
H 2.90232 -0.07685 -1.35314
H -0.16086 -2.02666 -0.60822
H -2.28318 1.27374 1.26374
H 2.29437 1.38334 -0.91837
H -3.02410 -0.24948 0.78771
H -0.12587 0.22482 -1.82424
H 0.94888 -2.06726 0.71565
H 2.09154 0.25540 1.20107
H -3.15933 1.16393 -0.28733


The computed energies, referenced to the most stable structure and given in eV, are P) 1.796; Q) 0.000.


P) C3H9N3O2 | the ωB97M-V functional and the def2-TZVPD basis

Output
Highest occupied orbital energy: -0.3059 hartree
Frontier orbital gap: 8.9 eV
Net charge: 0

Geometry (Å):
O 1.41432 0.19019 0.41317
O 1.23194 -1.04765 -1.62438
N 2.34039 1.03261 -0.21470
N -1.16928 0.00740 0.26496
N 0.35933 -2.02253 0.19732
C -1.59604 0.93042 -0.75932
C -1.31728 0.35472 1.48602
C 0.72909 -0.92586 -0.52528
H -1.21716 1.93470 -0.55978
H 2.45760 0.70074 -1.17839
H 0.64513 -2.91309 -0.17358
H -0.89527 -0.24825 2.27386
H 3.24301 0.86629 0.23386
H -0.22131 -1.78408 0.99759
H -1.29938 0.76978 -1.79466
H -2.02367 1.11947 1.80455
H -2.68142 1.03512 -0.84126


Q) C3H9N3O2 | the ωB97M-V functional and the def2-TZVPD basis

Output
Highest occupied orbital energy: -0.3545 hartree
Frontier orbital gap: 10.5 eV
Net charge: 0

Geometry (Å):
O 1.84791 0.23007 0.01997
O -0.77247 2.40116 1.22459
N -0.46340 0.47925 -0.39823
N -0.85051 -2.20902 0.32132
N -0.37248 2.62027 -1.11814
C 0.50645 -1.72457 0.07355
C 0.56585 -0.22520 0.36280
C -0.65498 2.20108 0.05628
H -1.34518 -0.02334 -0.31035
H 1.91535 1.16567 0.24303
H -1.04488 -2.25251 1.31583
H 1.28300 -2.22092 0.66836
H -0.20209 1.04060 -1.40870
H -0.98080 -3.13835 -0.05938
H -0.53606 3.56171 -1.43648
H 0.74764 -1.87466 -0.98106
H 0.35667 -0.03127 1.42661


R) C3H9N3O2 | the ωB97M-V functional and the def2-TZVPD basis

Output
Highest occupied orbital energy: -0.3345 hartree
Frontier orbital gap: 9.8 eV
Net charge: 0

Geometry (Å):
O 4.51862 1.02387 0.25969
O 3.73102 -1.39650 0.05197
N 3.26050 0.77191 -0.18080
N 0.53449 0.33447 -0.65049
N 2.97839 -0.44307 -0.24672
C -0.61681 0.09104 -0.19312
C -1.65576 1.12100 0.12997
C -0.97208 -1.33415 0.09555
H -0.51184 -1.64065 1.03455
H -1.40212 2.08823 -0.29734
H -0.58169 -1.98248 -0.68624
H 4.92667 0.14318 0.45418
H 0.76198 1.31081 -0.82051
H 1.96649 -0.54875 -0.54205
H -1.72131 1.22407 1.21382
H -2.04750 -1.47105 0.18106
H -2.63490 0.80378 -0.23296


The computed energies, referenced to the most stable structure and given in eV, are P) 2.803; Q) 0.000; R) 2.434.